DFT (ωB97M-V/def2-TZVPD) results for C45H44P2Re as an isolated structure at a distorted geometry.

Properties
Total charge   +2
Energy relative to the best compared isomer or geometry (same formula, charge and spin)   85.8 kcal per mole
E_tot   -68062.5973 eV
Max |F|   4.289 eV/Å
Lowest unoccupied orbital energy (spin up / spin down)   -6.852 / -8.745 eV
<S²>   3.811
Multiplicity   4

The geometry in XYZ format:
```
92
Properties=species:S:1:pos:R:3:forces:R:3
Re 0.270 -0.035 0.657 0.8 0.0 4.1
C -2.026 0.074 3.577 0.4 -1.1 -1.1
C -2.161 -0.517 2.357 -0.1 -0.5 0.5
C -3.023 -0.008 1.226 -0.3 0.5 -0.6
C -2.609 1.220 0.405 0.2 0.0 -0.5
C -1.098 1.445 0.319 0.0 2.5 0.9
C -0.385 1.872 1.552 -2.1 0.4 -1.0
C -1.340 2.397 2.677 0.5 0.3 0.1
C -1.915 1.533 3.811 -0.3 0.1 0.1
C 2.240 0.173 0.412 1.8 -0.5 -0.4
H -2.021 -0.584 4.457 0.8 0.2 -0.3
H -1.938 -1.590 2.216 -0.7 0.6 0.9
H -4.025 0.195 1.640 0.3 -0.2 -0.1
H -3.124 -0.844 0.509 -0.1 0.6 0.6
H -2.994 1.056 -0.608 0.1 0.2 0.3
H -3.083 2.173 0.711 0.3 -0.5 0.1
H -0.856 2.093 -0.525 0.0 -0.4 0.3
H 0.423 2.615 1.397 -0.4 -0.7 -0.3
H -2.197 2.904 2.223 0.3 -0.2 -0.4
H -0.811 3.239 3.136 0.1 -0.2 0.2
H -1.260 1.688 4.675 -0.5 -0.1 0.2
H -2.944 1.891 4.033 0.6 0.2 0.3
H 2.599 -0.610 1.102 0.2 0.0 0.0
H 2.624 1.129 0.770 0.1 -0.1 -0.1
H 2.642 -0.040 -0.588 -0.1 0.1 0.5
P -0.465 -1.320 -1.373 -2.7 -2.7 -2.0
P 0.964 1.077 -2.082 1.0 2.0 -1.9
C -1.483 0.025 -1.970 1.2 2.0 -1.6
C -0.795 1.137 -2.419 -1.6 -1.3 0.6
C -0.661 -2.368 -3.121 0.5 0.0 0.3
C -1.526 -1.914 -4.126 0.0 0.8 0.2
C -1.579 -2.516 -5.387 0.1 -0.2 0.2
C -0.800 -3.643 -5.654 0.0 0.2 0.2
C -0.067 -4.203 -4.607 -0.2 0.1 0.1
C -0.025 -3.589 -3.345 0.4 0.0 0.1
C -1.628 -2.435 -0.437 0.9 0.8 0.0
C -0.996 -2.942 0.702 -0.2 -0.2 0.1
C -1.572 -4.009 1.406 -0.3 0.3 -0.3
C -2.899 -4.342 1.111 0.4 0.3 0.1
C -3.602 -3.636 0.122 0.1 0.0 -0.5
C -2.951 -2.765 -0.755 0.5 -0.6 0.5
C 1.691 1.320 -3.805 0.2 -0.7 -0.5
C 1.805 0.185 -4.632 0.2 0.0 0.2
C 2.445 0.256 -5.875 -0.3 0.2 0.2
C 2.953 1.476 -6.337 -0.3 -0.3 0.3
C 2.822 2.617 -5.550 -0.3 -0.2 0.1
C 2.187 2.533 -4.307 0.1 0.2 0.4
C 1.526 2.725 -1.411 -0.4 -0.2 0.1
C 2.887 2.829 -1.084 -0.1 0.0 0.2
C 3.384 3.939 -0.408 -0.4 0.1 -0.2
C 2.498 4.984 -0.104 0.3 0.2 0.1
C 1.160 4.934 -0.496 0.2 0.1 -0.1
C 0.683 3.808 -1.167 0.2 -0.1 0.3
H -2.549 -0.178 -2.049 0.1 0.4 -0.2
H -1.211 2.051 -2.852 -0.4 -0.5 -0.1
H -2.183 -1.064 -3.955 0.4 0.0 -0.2
H -2.229 -2.093 -6.158 0.2 -0.1 0.3
H -0.773 -4.080 -6.658 -0.1 0.1 0.5
H 0.477 -5.131 -4.777 -0.1 0.2 0.2
H 0.514 -4.075 -2.538 0.2 0.1 -0.1
H -0.108 -2.385 1.119 -0.5 -1.2 -0.9
H -0.998 -4.533 2.163 -0.3 0.1 0.1
H -3.400 -5.122 1.684 0.1 0.2 -0.2
H -4.663 -3.792 -0.001 -0.1 -0.3 -0.1
H -3.428 -2.352 -1.646 0.0 -0.2 0.4
H 1.406 -0.769 -4.272 0.2 0.2 -0.2
H 2.534 -0.644 -6.485 0.0 0.3 0.2
H 3.427 1.539 -7.309 0.0 -0.1 0.1
H 3.211 3.572 -5.905 -0.2 -0.3 0.2
H 2.114 3.432 -3.699 0.0 -0.1 -0.2
H 3.561 2.023 -1.351 0.0 0.0 0.0
H 4.448 3.984 -0.145 -0.5 0.1 -0.1
H 2.886 5.863 0.412 -0.2 -0.2 -0.1
H 0.477 5.767 -0.298 0.4 -0.3 -0.1
H -0.353 3.784 -1.478 -0.1 0.0 0.0
C 0.638 -2.844 5.976 -0.4 -0.5 -0.4
C 0.439 -3.196 4.637 0.1 -0.1 0.6
C 0.678 -2.261 3.640 0.1 0.1 -0.7
C 1.042 -0.922 3.890 -0.3 -0.2 0.8
C 1.123 0.104 2.885 -1.0 -0.9 -1.6
C 1.675 1.332 3.256 1.0 1.2 1.6
C 1.877 1.679 4.620 0.1 0.2 -1.3
C 1.649 0.725 5.604 0.1 0.0 0.5
C 1.271 -0.596 5.273 -0.1 -0.3 -0.7
C 1.082 -1.578 6.271 0.2 1.2 -0.1
H 0.414 -3.542 6.777 0.2 0.0 -0.1
H 0.107 -4.210 4.397 0.2 0.4 0.0
H 0.633 -2.599 2.611 -0.1 0.1 0.3
H 1.976 2.080 2.507 -0.3 -0.5 0.4
H 2.227 2.693 4.878 -0.2 -0.7 -0.1
H 1.790 0.968 6.661 0.0 0.0 -0.4
H 1.274 -1.264 7.285 -0.1 -0.1 0.2
```
Forces are in eV/Å.

Results of the Löwdin charge analysis, in e, for atoms 1 through 8: 1.2970 -0.0695 -0.1219 -0.1568 -0.1684 -0.4018 -0.2334 -0.1520